(1)
# C4H6F2S2

A single C4H6F2S2 molecule in a non-equilibrium geometry (ωB97M-V/def2-TZVPD, the Open Molecules 2025 dataset).

## Properties
Structure (SMILES): FCCSC(=S)CF
Highest occupied orbital energy, eV: -9.010
E_LUMO, eV: -0.6
M, g mol⁻¹: 156.22
2S+1: 1
Frontier orbital gap, eV: 8.460
Total charge: 0
Relative energy (zero: lowest compared OMol25 entry of this formula, charge and spin), eV: 0.459
Calculated total energy, Eh: -1152.08060

The geometry in XYZ format:
```
14
Properties=species:S:1:pos:R:3:forces:R:3:nbo_charge:R:1
C 1.990 -0.119 -0.309 1.1 0.3 2.3 0.06
C 0.882 -0.675 0.592 1.0 0.2 0.2 -0.60
C -1.881 -0.425 -0.232 -0.1 -1.5 -0.7 -0.32
C -1.613 1.024 -0.103 -0.3 0.3 1.6 -0.04
H 2.753 0.466 0.353 -1.2 -1.1 -1.0 0.16
H 1.622 0.547 -1.035 -0.4 0.7 -1.0 0.18
H 1.338 -1.459 1.217 -0.2 0.2 -0.1 0.24
H 0.566 0.122 1.262 -0.2 -0.1 0.0 0.23
H -1.572 1.231 0.983 -0.1 0.1 -0.3 0.19
H -2.433 1.588 -0.507 -0.2 0.3 -0.4 0.21
F 2.652 -1.158 -0.918 0.2 -0.2 -0.2 -0.36
F -0.413 1.423 -0.624 0.2 0.2 -0.5 -0.36
S -0.500 -1.519 -0.200 -0.7 0.1 -0.1 0.37
S -3.389 -1.046 -0.480 1.1 0.6 0.2 0.03
```
Forces are in eV/Å.

***

(2)
# C4H6FMgO4

A molecular structure, C4H6FMgO4 in a non-equilibrium geometry (ωB97M-V/def2-TZVPD, the Open Molecules 2025 dataset).

## Properties
Highest occupied orbital energy (spin up / spin down), eV: -6.849 / -6.843
<S²>: 0.751
E_LUMO (spin up / spin down), eV: -0.8 / -2.3
M, g mol⁻¹: 161.39
2S+1: 2
Frontier orbital gap (spin up / spin down), eV: 6.003 / 4.588
Total charge: 0
Relative energy (zero: lowest compared OMol25 entry of this formula, charge and spin), eV: 4.336
Calculated total energy, Eh: -756.78817

The geometry in XYZ format:
```
16
Properties=species:S:1:pos:R:3:forces:R:3:lowdin_spin:R:1
C -4.325 -1.216 -0.423 -0.1 0.3 0.4 0.00
O -3.702 -0.340 0.447 -0.7 0.5 0.8 0.01
H -5.212 -0.772 -0.929 0.1 -0.1 -0.1 0.00
H -3.631 -1.554 -1.226 -0.3 0.0 0.3 0.00
H -4.705 -2.130 0.090 0.1 0.0 -0.1 0.00
C -5.596 0.582 4.584 3.2 -3.5 -1.8 0.02
O -4.418 0.818 4.135 -1.5 1.0 1.2 0.01
C -4.344 0.118 2.514 0.5 -1.2 -1.5 0.00
C -5.853 0.143 2.335 0.6 0.1 -0.3 0.00
O -6.407 0.041 3.661 -1.4 0.6 0.0 0.05
O -5.865 0.289 5.757 -1.3 0.7 1.7 0.16
F -3.881 -1.136 2.845 -0.4 2.2 0.1 0.00
H -3.729 0.973 2.230 0.2 -1.2 -0.3 0.00
H -6.177 1.093 1.903 0.2 -0.2 -0.1 0.00
H -6.225 -0.714 1.767 0.2 0.2 0.1 0.00
Mg -7.283 -1.076 6.205 0.5 0.6 -0.3 0.75
```
Forces are in eV/Å.

***

(3)
# C4H6FN2

2 unconnected molecules or ions with the total composition C4H6FN2 in a non-equilibrium geometry (ωB97M-V/def2-TZVPD, the Open Molecules 2025 dataset).

## Properties
Highest occupied orbital energy (spin up / spin down), eV: -14.588 / -12.789
E_LUMO (spin up / spin down), eV: -5.2 / -4.6
M, g mol⁻¹: 101.10
2S+1: 1
Frontier orbital gap (spin up / spin down), eV: 9.422 / 8.189
Total charge: +1
Relative energy (zero: lowest compared OMol25 entry of this formula, charge and spin), eV: 4.587
Calculated total energy, Eh: -364.95756

The geometry in XYZ format:
```
13
Properties=species:S:1:pos:R:3:forces:R:3:nbo_charge:R:1
C 1.754 0.056 0.158 1.2 2.8 -0.5 -0.02
C 0.652 0.854 0.444 1.8 0.8 0.7 -0.07
C -0.090 -1.189 -0.122 1.1 0.5 0.9 0.19
C -1.719 0.468 0.265 -0.7 1.6 -0.5 0.45
N 1.295 -1.157 -0.189 0.1 -3.2 0.2 -0.49
N -0.457 0.057 0.295 2.0 -1.6 -0.9 -0.34
F -2.596 -0.402 -0.060 -1.2 -1.4 -0.3 -0.26
H 2.874 0.333 -0.071 -2.6 -0.5 1.1 0.29
H 0.568 1.901 0.830 0.2 -1.3 -0.7 0.27
H -0.889 -1.935 -0.183 1.1 -0.2 -0.3 0.28
H -2.050 1.375 0.680 -0.2 0.9 0.5 0.21
H -1.380 1.604 -1.862 -0.1 -0.1 0.3 0.00
H 2.037 -1.966 -0.185 -2.6 1.6 -0.5 0.49
```
Forces are in eV/Å.